{"formula": "C2H4FNO3P", "method": "the ωB97M-V functional and the def2-TZVPD basis", "symbols": ["O", "P", "N", "C", "F", "C", "O", "O", "H", "H", "H", "H"], "positions_angstrom": [[-2.09, -1.10, 1.05], [-1.24, -1.02, -0.16], [0.40, -0.85, 0.01], [0.84, 0.46, 0.52], [2.19, 0.29, 0.87], [0.66, 1.54, -0.57], [1.52, 1.55, -1.45], [-0.40, 2.19, -0.45], [-1.61, -0.01, -1.04], [-1.32, -2.22, -0.90], [0.71, -1.56, 0.68], [0.33, 0.73, 1.44]], "homo_energy_ev": -4.764, "smiles": "O=[PH2]N[C@@H](F)C(=O)[O-]", "orbital_gap_ha": 0.321, "lumo_ev": 3.98, "de_lowest_kj_mol": 282.07, "spin_multiplicity": 1, "mol_weight_g_mol": 140.0, "charge": -1, "energy_ev": -21780.2238}

{"formula": "C29H76N3O10", "method": "the ωB97M-V functional and the def2-TZVPD basis", "symbols": ["C", "C", "C", "C", "C", "N", "C", "C", "N", "C", "C", "C", "C", "N", "O", "H", "H", "H", "H", "H", "H", "H", "H", "H", "H", "H", "H", "H", "H", "H", "H", "H", "H", "H", "H", "H", "H", "C", "C", "O", "H", "H", "H", "H", "H", "H", "C", "C", "O", "H", "H", "H", "H", "H", "H", "C", "C", "O", "H", "H", "H", "H", "H", "H", "C", "C", "O", "H", "H", "H", "H", "H", "H", "C", "C", "O", "H", "H", "H", "H", "H", "H", "C", "C", "O", "H", "H", "H", "H", "H", "H", "C", "C", "O", "H", "H", "H", "H", "H", "H", "C", "C", "O", "H", "H", "H", "H", "H", "H", "C", "C", "O", "H", "H", "H", "H", "H", "H"], "positions_angstrom": [[-3.81, -1.37, -0.69], [-2.48, -0.77, -1.14], [-2.78, 0.69, -1.52], [-1.53, -0.86, 0.05], [-0.05, -0.56, -0.23], [0.29, 0.82, 0.12], [0.80, -1.48, 0.67], [0.82, -1.04, 2.10], [1.26, -1.75, 3.04], [0.28, -0.83, -1.72], [-0.58, -1.89, -2.37], [-0.32, -3.30, -1.80], [-0.16, -1.95, -3.84], [-2.02, -1.52, -2.36], [-2.76, -2.51, -2.70], [-3.70, -2.37, -0.30], [-4.13, -0.75, 0.15], [-4.57, -1.29, -1.44], [-1.93, 1.35, -1.43], [-3.61, 1.02, -0.91], [-3.16, 0.68, -2.54], [-1.86, -0.12, 0.77], [-1.68, -1.83, 0.52], [1.29, 0.94, 0.03], [-0.10, 1.48, -0.56], [1.80, -1.63, 0.27], [0.34, -2.46, 0.67], [0.43, -0.08, 2.39], [1.59, -2.65, 2.68], [1.30, -1.19, -1.78], [0.26, 0.09, -2.30], [0.67, -3.35, -1.39], [-1.04, -3.53, -1.02], [-0.46, -4.02, -2.59], [-0.18, -0.94, -4.24], [-0.86, -2.54, -4.41], [0.85, -2.32, -3.94], [-5.04, 5.02, -1.69], [-4.04, 4.79, -0.57], [-2.85, 4.19, -1.07], [-5.29, 4.08, -2.17], [-5.96, 5.48, -1.30], [-4.62, 5.68, -2.45], [-4.46, 4.12, 0.18], [-3.79, 5.74, -0.08], [-2.48, 4.80, -1.72], [-2.20, 8.61, -3.47], [-2.30, 8.68, -1.96], [-2.15, 7.39, -1.37], [-2.96, 7.93, -3.87], [-2.33, 9.59, -3.92], [-1.22, 8.22, -3.78], [-3.28, 9.04, -1.66], [-1.54, 9.35, -1.55], [-1.27, 7.05, -1.61], [3.78, 1.38, 4.82], [3.45, 2.21, 3.60], [3.23, 1.38, 2.46], [4.67, 0.77, 4.64], [3.97, 2.01, 5.69], [2.97, 0.70, 5.06], [4.28, 2.88, 3.35], [2.56, 2.82, 3.77], [2.49, 0.80, 2.67], [2.96, -2.80, 6.23], [2.07, -2.40, 7.39], [1.86, -1.00, 7.42], [3.93, -2.29, 6.30], [3.13, -3.87, 6.21], [2.51, -2.50, 5.28], [2.53, -2.68, 8.34], [1.10, -2.91, 7.31], [1.44, -0.75, 6.59], [-4.91, -6.29, -2.91], [-4.45, -5.79, -1.55], [-3.17, -5.18, -1.63], [-4.20, -7.01, -3.31], [-5.89, -6.77, -2.84], [-4.98, -5.46, -3.61], [-4.37, -6.62, -0.85], [-5.17, -5.07, -1.14], [-3.24, -4.43, -2.24], [3.48, -3.62, -7.20], [2.55, -3.23, -6.07], [2.35, -1.82, -6.02], [4.44, -3.13, -7.09], [3.64, -4.70, -7.22], [3.06, -3.31, -8.16], [2.97, -3.52, -5.11], [1.58, -3.73, -6.18], [1.96, -1.55, -6.86], [-0.69, 5.44, 3.68], [0.39, 5.31, 4.74], [1.61, 4.82, 4.19], [-0.87, 4.48, 3.20], [-1.63, 5.80, 4.11], [-0.38, 6.15, 2.90], [0.08, 4.59, 5.50], [0.57, 6.27, 5.23], [1.89, 5.45, 3.51], [1.92, -6.11, 4.51], [0.88, -5.80, 3.45], [1.26, -4.66, 2.68], [2.06, -5.25, 5.17], [1.63, -6.97, 5.11], [2.89, -6.31, 4.05], [-0.08, -5.57, 3.91], [0.74, -6.65, 2.78], [2.11, -4.86, 2.26], [4.24, 1.29, -3.05], [4.06, 2.33, -1.95], [3.23, 1.83, -0.90], [3.28, 1.00, -3.46], [4.86, 1.68, -3.86], [4.72, 0.39, -2.65], [3.57, 3.22, -2.34], [5.03, 2.62, -1.54], [3.66, 1.05, -0.53]], "homo_energy_ev": [-8.289, -8.800], "orbital_gap_ha": [0.322, 0.338], "lumo_ev": [0.47, 0.41], "spin_multiplicity": 2, "mol_weight_g_mol": 626.9, "energy_ev": -56246.4319}

{"formula": "C3H15NO4", "method": "the ωB97M-V functional and the def2-TZVPD basis", "symbols": ["C", "C", "C", "N", "H", "H", "H", "H", "H", "H", "H", "O", "H", "H", "O", "H", "H", "O", "H", "H", "O", "H", "H"], "positions_angstrom": [[-2.13, -1.40, 0.20], [-1.47, -0.53, 0.97], [-0.60, -1.00, 2.11], [-1.70, 0.82, 0.91], [-2.81, -0.92, -0.52], [-2.03, -2.47, 0.08], [-0.73, -2.02, 2.45], [-0.72, -0.31, 2.93], [0.45, -0.90, 1.82], [-0.88, 1.39, 1.10], [-2.37, 1.13, 0.22], [0.98, 2.70, -2.05], [1.93, 2.76, -2.16], [0.82, 1.76, -2.22], [1.17, 2.04, 0.67], [0.95, 2.36, -0.22], [1.78, 1.31, 0.49], [2.27, -0.05, -0.87], [1.50, -0.64, -0.81], [2.63, -0.24, -1.75], [0.58, -1.65, -1.22], [-0.37, -1.53, -1.00], [0.75, -2.59, -1.12]], "homo_energy_ev": -8.374, "smiles": "C=C(C)N.O.O.O.O", "orbital_gap_ha": 0.321, "lumo_ev": 0.36, "de_lowest_kj_mol": 90.83, "spin_multiplicity": 1, "mol_weight_g_mol": 129.2, "energy_ev": -13034.0963}

{"formula": "C3H12N2P", "method": "the ωB97M-V functional and the def2-TZVPD basis", "symbols": ["C", "C", "C", "N", "N", "P", "H", "H", "H", "H", "H", "H", "H", "H", "H", "H", "H", "H"], "positions_angstrom": [[0.91, -1.54, 0.76], [-1.57, -1.04, 0.32], [0.57, 2.31, -2.37], [-0.07, 0.23, 1.76], [-0.17, -0.57, 0.58], [0.65, 1.23, -1.12], [1.88, -0.81, 0.56], [0.87, -1.97, 1.67], [0.79, -2.26, -0.10], [-2.25, -0.12, 0.10], [-1.70, -1.46, -0.74], [-1.90, -1.73, 1.18], [0.40, 1.83, -3.24], [0.67, 3.39, -2.17], [-0.58, -0.06, 2.58], [-0.31, 1.22, 1.67], [1.04, 1.45, 0.14], [0.78, -0.07, -1.60]], "homo_energy_ev": -13.625, "orbital_gap_ha": 0.299, "lumo_ev": -5.48, "de_lowest_kj_mol": 539.20, "spin_multiplicity": 1, "mol_weight_g_mol": 107.1, "charge": 1, "energy_ev": -15563.0326}

{"formula": "C42H47F4N9", "method": "the ωB97M-V functional and the def2-TZVPD basis", "symbols": ["F", "C", "C", "C", "C", "C", "C", "H", "H", "H", "H", "H", "F", "C", "C", "C", "C", "C", "C", "H", "H", "H", "H", "H", "F", "C", "C", "C", "C", "C", "C", "H", "H", "H", "H", "H", "F", "C", "C", "C", "C", "C", "C", "H", "H", "H", "H", "H", "C", "C", "N", "H", "H", "H", "C", "C", "N", "H", "H", "H", "C", "C", "N", "H", "H", "H", "C", "C", "N", "H", "H", "H", "C", "C", "N", "H", "H", "H", "C", "C", "N", "H", "H", "H", "C", "C", "N", "H", "H", "H", "C", "C", "N", "H", "H", "H", "C", "C", "N", "H", "H", "H"], "positions_angstrom": [[1.96, -0.05, 1.49], [1.01, -0.01, 0.51], [1.33, -0.22, -0.83], [0.34, -0.03, -1.77], [-0.96, 0.35, -1.40], [-1.26, 0.65, -0.05], [-0.28, 0.42, 0.89], [2.32, -0.43, -1.18], [0.54, -0.15, -2.82], [-1.72, 0.38, -2.16], [-2.16, 1.08, 0.36], [-0.52, 0.66, 1.91], [-3.29, -1.31, 6.07], [-2.76, -0.51, 5.14], [-2.83, 0.90, 5.25], [-2.18, 1.73, 4.37], [-1.37, 1.17, 3.38], [-1.33, -0.25, 3.20], [-2.05, -1.09, 4.06], [-3.42, 1.28, 6.06], [-2.28, 2.80, 4.46], [-0.83, 1.83, 2.71], [-0.66, -0.59, 2.42], [-2.05, -2.16, 3.87], [0.82, 1.87, 1.08], [0.90, 2.40, 2.26], [1.00, 3.78, 2.44], [1.03, 4.36, 3.69], [1.06, 3.49, 4.80], [1.06, 2.08, 4.62], [0.98, 1.54, 3.36], [1.19, 4.32, 1.52], [1.09, 5.44, 3.68], [1.06, 3.88, 5.81], [1.01, 1.43, 5.48], [0.85, 0.48, 3.22], [-0.73, -1.75, 2.78], [-0.29, -2.55, 1.82], [0.92, -2.19, 1.25], [1.38, -2.88, 0.16], [0.68, -3.99, -0.31], [-0.55, -4.38, 0.23], [-1.09, -3.57, 1.26], [1.46, -1.40, 1.74], [2.29, -2.61, -0.36], [1.10, -4.57, -1.12], [-1.05, -5.28, -0.10], [-2.06, -3.81, 1.67], [-1.01, 3.25, 0.45], [-1.83, 4.42, 0.18], [-2.51, 5.34, -0.02], [-0.78, 3.26, 1.52], [-0.15, 3.27, -0.21], [-1.59, 2.36, 0.20], [-0.27, 1.67, -4.20], [-0.79, 1.10, -5.37], [-1.25, 0.56, -6.27], [0.63, 1.09, -4.00], [-0.87, 1.38, -3.34], [0.03, 2.72, -4.27], [0.40, -3.20, -2.83], [1.59, -2.46, -2.35], [2.50, -1.87, -2.00], [-0.32, -3.11, -2.03], [0.68, -4.26, -2.83], [-0.01, -2.70, -3.71], [2.28, -0.66, -4.51], [1.45, -1.79, -4.95], [0.71, -2.61, -5.33], [2.35, 0.13, -5.25], [3.28, -1.00, -4.23], [1.91, -0.20, -3.60], [3.86, 0.54, -2.49], [4.87, 0.63, -1.44], [5.73, 0.68, -0.62], [2.86, 0.71, -2.09], [3.86, -0.47, -2.89], [4.12, 1.32, -3.21], [-2.12, -2.03, -1.75], [-2.77, -1.72, -0.50], [-3.39, -1.51, 0.48], [-2.79, -1.92, -2.60], [-1.66, -3.02, -1.71], [-1.27, -1.38, -1.97], [-3.90, 0.24, 1.96], [-3.21, 1.49, 1.69], [-2.65, 2.52, 1.46], [-3.39, -0.57, 1.44], [-4.91, 0.33, 1.54], [-3.94, 0.08, 3.04], [3.75, 0.40, 2.63], [3.71, 1.60, 1.73], [3.72, 2.54, 1.06], [4.76, -0.02, 2.62], [3.12, -0.34, 2.13], [3.42, 0.65, 3.63], [-1.46, -1.87, -5.77], [-1.08, -1.27, -4.46], [-0.76, -0.77, -3.48], [-0.98, -2.84, -5.90], [-1.03, -1.28, -6.58], [-2.54, -1.88, -5.91]], "homo_energy_ev": -8.001, "orbital_gap_ha": 0.297, "lumo_ev": 0.08, "spin_multiplicity": 1, "mol_weight_g_mol": 753.9, "energy_ev": -68563.0872}

{"formula": "C5H3NO", "method": "the ωB97M-V functional and the def2-TZVPD basis", "symbols": ["C", "C", "C", "C", "N", "O", "C", "H", "H", "H"], "positions_angstrom": [[-0.47, 0.07, -2.43], [0.00, 0.41, -1.38], [0.17, 0.35, 0.03], [1.26, 0.32, 0.97], [0.88, -0.23, 2.09], [-0.45, -0.57, 1.94], [-0.85, -0.20, 0.73], [-0.95, -0.41, -3.25], [2.27, 0.69, 0.90], [-1.86, -0.42, 0.40]], "homo_energy_ev": -9.370, "smiles": "C#Cc1cnoc1", "orbital_gap_ha": 0.376, "lumo_ev": 0.85, "de_lowest_kj_mol": 277.90, "spin_multiplicity": 1, "mol_weight_g_mol": 93.1, "energy_ev": -8767.1261}

{"formula": "C2H7Cl2N2", "method": "the ωB97M-V functional and the def2-TZVPD basis", "symbols": ["C", "C", "N", "N", "Cl", "Cl", "H", "H", "H", "H", "H", "H", "H"], "positions_angstrom": [[-0.98, -0.04, 0.01], [0.96, -0.32, -0.49], [1.29, -0.03, -1.77], [-1.19, 0.39, 1.37], [1.53, -1.88, -0.03], [1.79, 0.70, 0.88], [-1.22, -1.09, -0.11], [-1.55, 0.48, -0.67], [1.84, -0.69, -2.29], [1.30, 0.88, -2.06], [-0.39, 1.14, 1.57], [-1.24, -0.33, 2.04], [-2.14, 0.79, 1.55]], "homo_energy_ev": -14.057, "orbital_gap_ha": 0.383, "lumo_ev": -3.62, "de_lowest_kj_mol": 131.69, "spin_multiplicity": 1, "mol_weight_g_mol": 130.0, "charge": 1, "energy_ev": -30203.8875}

{"formula": "C4H11BNO2S", "method": "the ωB97M-V functional and the def2-TZVPD basis", "symbols": ["B", "C", "C", "C", "C", "N", "O", "O", "S", "H", "H", "H", "H", "H", "H", "H", "H", "H", "H", "H"], "positions_angstrom": [[-2.05, -0.38, -0.08], [1.47, 1.29, -0.65], [2.25, 0.46, 0.35], [0.77, -1.87, 0.73], [-0.69, -0.19, -0.73], [-0.06, 1.14, -0.38], [-2.93, -1.29, -0.60], [-2.37, 0.26, 1.05], [2.16, -1.32, 0.01], [1.71, 2.37, -0.59], [1.79, 1.00, -1.70], [3.31, 0.65, 0.25], [2.03, 0.88, 1.42], [0.45, -1.54, 1.74], [0.39, -2.87, 0.44], [-0.37, -0.45, -1.74], [-0.41, 1.43, 0.50], [-0.48, 1.76, -1.05], [-3.94, -1.18, -0.53], [-3.03, -0.14, 1.55]], "homo_energy_ev": [-11.479, -12.410], "orbital_gap_ha": [0.246, 0.304], "lumo_ev": [-4.77, -4.14], "de_lowest_kj_mol": 214.03, "spin_multiplicity": 1, "mol_weight_g_mol": 148.0, "charge": 1, "energy_ev": -21415.8258}

{"formula": "C4H4N4", "method": "the ωB97M-V functional and the def2-TZVPD basis", "symbols": ["C", "C", "N", "N", "N", "N", "C", "C", "H", "H", "H", "H"], "positions_angstrom": [[-0.93, -0.30, -1.25], [-1.43, 0.02, -0.08], [-0.41, 0.27, 0.94], [-0.30, 0.59, 2.28], [1.07, 0.47, 2.35], [1.74, 0.38, 1.16], [0.86, 0.22, 0.34], [0.72, -0.35, -0.94], [-1.43, -0.42, -2.23], [-2.32, 0.16, 0.35], [1.13, -1.28, -1.17], [1.30, 0.25, -1.76]], "homo_energy_ev": -9.684, "smiles": "C1=Cn2nnnc2C1", "orbital_gap_ha": 0.373, "lumo_ev": 0.46, "de_lowest_kj_mol": 381.77, "spin_multiplicity": 1, "mol_weight_g_mol": 108.1, "energy_ev": -10168.8811}

{"formula": "C37H34BrN2O4PSTi", "method": "the ωB97M-V functional and the def2-TZVPD basis", "symbols": ["Ti", "O", "C", "C", "C", "C", "C", "C", "C", "O", "N", "N", "C", "C", "Br", "C", "C", "C", "C", "C", "C", "C", "H", "H", "H", "H", "H", "H", "H", "H", "H", "H", "H", "H", "H", "H", "O", "C", "C", "C", "C", "C", "C", "C", "P", "C", "C", "C", "C", "C", "C", "C", "C", "C", "C", "C", "C", "H", "H", "H", "H", "H", "H", "H", "H", "H", "H", "H", "H", "H", "H", "C", "S", "C", "O", "H", "H", "H", "H", "H", "H"], "positions_angstrom": [[13.12, 10.66, 12.91], [12.73, 11.40, 9.08], [13.74, 12.21, 8.81], [13.78, 12.90, 7.57], [14.85, 13.68, 7.13], [15.94, 13.83, 8.03], [15.94, 13.01, 9.14], [14.83, 12.31, 9.64], [15.06, 11.42, 10.92], [13.88, 10.66, 11.16], [15.46, 12.21, 12.07], [14.92, 11.69, 13.19], [15.52, 11.96, 14.31], [14.94, 11.99, 15.58], [13.01, 11.67, 15.77], [15.48, 12.25, 16.84], [16.87, 12.11, 17.20], [17.41, 12.71, 18.35], [18.75, 12.56, 18.63], [19.59, 11.91, 17.70], [19.04, 11.33, 16.54], [17.66, 11.30, 16.33], [13.03, 11.01, 9.97], [12.94, 12.64, 6.87], [14.82, 14.20, 6.12], [16.74, 14.47, 7.74], [16.86, 12.93, 9.66], [15.81, 10.63, 10.70], [16.26, 12.81, 12.07], [16.57, 12.26, 14.34], [14.78, 12.55, 17.69], [16.71, 13.15, 19.07], [19.24, 12.78, 19.60], [20.61, 11.78, 17.87], [19.71, 10.90, 15.77], [17.18, 10.62, 15.59], [11.16, 10.68, 12.02], [11.60, 11.82, 12.40], [10.86, 12.98, 12.18], [9.66, 12.78, 11.45], [8.67, 13.75, 11.47], [8.95, 14.98, 12.12], [10.20, 15.26, 12.60], [11.12, 14.29, 12.68], [12.74, 14.82, 13.37], [12.23, 15.60, 14.93], [13.24, 16.40, 15.59], [13.01, 16.89, 16.90], [11.71, 16.73, 17.38], [10.64, 16.25, 16.58], [10.95, 15.48, 15.48], [13.14, 16.27, 12.34], [13.45, 17.62, 12.76], [14.06, 18.51, 11.85], [14.47, 18.07, 10.60], [14.13, 16.82, 10.11], [13.38, 15.99, 10.98], [9.54, 11.83, 10.91], [7.69, 13.65, 10.99], [8.13, 15.70, 12.21], [10.36, 16.31, 12.86], [14.25, 16.54, 15.08], [13.82, 17.32, 17.45], [11.48, 16.95, 18.44], [9.64, 16.23, 17.01], [10.22, 14.81, 15.00], [13.10, 18.02, 13.71], [14.24, 19.52, 12.18], [15.03, 18.76, 9.96], [14.29, 16.50, 9.05], [13.06, 14.98, 10.62], [11.92, 6.68, 13.84], [13.41, 7.52, 14.39], [12.86, 7.91, 16.06], [13.31, 8.94, 13.66], [11.03, 7.28, 13.98], [11.84, 5.73, 14.40], [11.99, 6.45, 12.76], [13.36, 7.29, 16.76], [11.76, 7.76, 16.19], [13.10, 8.97, 16.25]], "homo_energy_ev": [-9.749, -9.840], "orbital_gap_ha": [0.228, 0.229], "lumo_ev": [-3.54, -3.60], "de_lowest_kj_mol": 141.44, "spin_multiplicity": 2, "mol_weight_g_mol": 761.5, "charge": 1, "energy_ev": -163363.5403}